[1]
This record from OMol25 describes C9H15BrN2 in the gas phase. The level of theory is ωB97M-V with the def2-TZVPD basis set.

Output
- Kohn-Sham gap: 9.340 eV

Geometry as ORCA input:
```
! RIJCOSX wB97M-V def2-TZVPD def2/J DEFGRID3
* xyz 0 1
C 1.9339 1.6814 0.9566
C 1.1252 0.8500 -0.0181
C 1.4325 1.2845 -1.4872
C 1.5725 -0.5901 0.1607
C -0.3246 1.0347 0.4621
C -1.3988 0.4839 -0.4776
Br -3.2004 1.4424 -0.0220
N -1.6392 -0.8624 -0.2616
C -1.5377 -1.5208 0.9536
C -1.8772 -2.8358 0.7243
N -2.3296 -3.0347 -0.5417
C -2.1782 -1.8693 -1.1005
H 1.5795 2.6917 1.1898
H 2.1497 1.1933 1.9420
H 2.9732 1.5386 0.6132
H 0.6502 0.8597 -2.0698
H 2.3808 1.0374 -2.0044
H 1.1637 2.3188 -1.4303
H 1.1853 -1.1583 -0.6193
H 1.2008 -1.0256 1.1695
H 2.6102 -0.7717 0.0644
H -0.3979 2.1111 0.6488
H -0.2309 0.6000 1.4233
H -1.2470 0.6452 -1.5708
H -1.0148 -1.0880 1.7492
H -1.9941 -3.4396 1.6180
H -2.5870 -1.5763 -2.0722
*
```


[2]
This record from OMol25 describes C9H15BrN4 in the gas phase. The level of theory is ωB97M-V with the def2-TZVPD basis set.

Output
- Kohn-Sham gap: 9.263 eV

Geometry as ORCA input:
```
! RIJCOSX wB97M-V def2-TZVPD def2/J DEFGRID3
* xyz 0 1
C 0.5470 -0.3037 -0.3186
C 1.2472 0.2094 -1.3502
C 0.5665 0.9105 -2.5199
C -0.9332 0.6133 -2.5393
C -1.5748 1.1637 -1.1536
C -1.5659 0.1255 -0.0812
C 1.4662 -1.1873 0.4164
C 1.9035 -0.5592 1.7931
C 0.9231 -2.6325 0.5765
N 2.5457 -0.2813 -1.2960
N 2.7072 -1.1168 -0.4061
N -0.9701 1.6650 1.5599
N -1.8529 0.5633 1.1872
Br -2.3456 -1.5397 -0.3166
H 0.6323 2.0276 -2.5120
H 0.9510 0.4690 -3.4983
H -1.4398 0.9619 -3.4086
H -1.1733 -0.4134 -2.3893
H -1.1318 2.1212 -0.8960
H -2.6215 1.4217 -1.3675
H 2.3757 -1.1289 2.5392
H 1.0278 -0.2249 2.2744
H 2.4431 0.4012 1.5346
H 1.0431 -3.1060 -0.3560
H 0.0117 -2.6932 0.9768
H 1.6469 -3.0215 1.3607
H -0.6079 1.5849 2.4694
H -0.1048 1.4549 1.0152
H -2.1180 -0.0600 1.8654
*
```


[3]
This record from OMol25 describes 2 unconnected molecules or ions with the total composition C9H15ClNO. The level of theory is ωB97M-V with the def2-TZVPD basis set.

Output
- Kohn-Sham gap (spin up / spin down): 8.263 / 8.260 eV

Geometry as ORCA input:
```
! RIJCOSX wB97M-V def2-TZVPD def2/J DEFGRID3
* xyz 1 1
C 0.9370 1.3484 0.0670
C 0.6754 1.0701 -1.1552
C -1.6668 0.9697 0.7963
C 1.7497 1.8504 1.2366
C 0.5629 1.3283 -2.5801
C 0.1214 -2.1633 -1.1215
C 0.4010 -1.6432 1.4486
C -2.9476 0.3420 0.8330
C 0.7190 -1.2588 -0.0032
N 0.1979 0.1029 -0.1940
O -1.0553 1.9490 0.9878
Cl -2.8784 -1.2368 -0.0874
H 1.0227 2.0498 2.1410
H 2.5144 2.5325 1.1903
H 2.3006 0.9399 1.6134
H 1.5115 1.6682 -2.8274
H -0.0541 2.1970 -2.7961
H 0.2846 0.4995 -3.3333
H 0.5560 -2.2592 -2.1174
H 0.1879 -3.1426 -0.7024
H -0.9035 -2.0743 -1.0112
H 0.8059 -2.4962 1.9886
H -0.6770 -1.6893 1.5458
H 0.7235 -0.9517 2.1632
H -3.6711 0.9643 0.3075
H -3.2543 0.2255 1.8091
H 1.8366 -1.1223 -0.1990
*
```